[1]
64
Properties=species:S:1:pos:R:3:mulliken_charge:R:1 method="wB97M-V/def2-TZVPD" e_tot_ha=-1723.80486 homo_ev=-10.44 fmax_ha_per_bohr=0.1882 spin_multiplicity=1 total_charge=+1 mol_weight_g_mol=408.5
O -0.404 -0.449 8.391 -0.57
S 0.035 -0.702 6.899 1.06
O 1.110 0.415 6.600 -0.58
O -1.335 -0.409 5.928 -0.45
C 0.823 -2.386 6.675 -0.62
C -0.160 -3.506 5.948 -0.50
C 0.636 -4.886 5.551 -0.63
N 0.786 -5.131 4.065 0.34
O -0.373 -5.613 3.578 -0.41
C 1.278 -3.861 3.404 -0.35
C 2.004 -4.070 1.949 -0.67
C 1.959 -2.576 1.200 -0.68
C 0.599 -2.350 0.299 -0.20
O -0.576 -1.889 1.110 -0.54
H -2.007 -1.114 6.211 0.38
H 1.852 -2.237 6.138 0.33
H 1.032 -2.821 7.766 0.39
H -0.950 -3.814 6.789 0.39
H -0.797 -3.036 5.078 0.39
H 0.053 -5.834 5.983 0.30
H 1.734 -4.865 6.000 0.40
H 1.523 -5.891 3.957 0.42
H -1.083 -4.903 3.539 0.43
H 0.304 -3.201 3.198 0.19
H 2.014 -3.329 4.157 0.03
H 1.441 -4.827 1.245 0.34
H 3.132 -4.379 2.006 0.37
H 2.954 -2.319 0.636 0.39
H 1.887 -1.797 2.100 0.30
H 0.307 -3.383 -0.172 0.39
H 0.806 -1.499 -0.487 0.05
H -1.410 -2.377 0.786 0.31
C -0.062 1.065 -2.856 -0.60
O -0.636 0.585 -1.645 -0.32
C -0.702 1.600 -0.639 -0.37
C -2.125 2.148 -0.495 -0.65
O -2.514 2.891 -1.655 -0.32
C -3.392 2.154 -2.496 -0.75
H -0.201 0.302 -3.627 0.32
H -0.541 1.989 -3.192 0.05
H 1.010 1.231 -2.718 0.36
H 0.011 2.407 -0.846 0.31
H -0.411 1.129 0.306 0.38
H -2.150 2.844 0.349 0.36
H -2.838 1.341 -0.289 0.36
H -4.375 2.066 -2.022 0.32
H -2.999 1.157 -2.717 0.31
H -3.506 2.698 -3.438 0.25
C 1.866 5.650 -6.803 -0.68
O 0.513 5.505 -7.219 -0.37
C 0.186 4.148 -7.535 -0.58
C -0.626 3.496 -6.413 -0.47
O 0.168 3.316 -5.236 -0.33
C -0.123 4.286 -4.237 -0.86
H 1.999 6.663 -6.414 0.25
H 2.125 4.938 -6.015 0.27
H 2.534 5.514 -7.660 0.33
H 1.090 3.567 -7.755 0.32
H -0.427 4.173 -8.442 0.38
H -0.939 2.499 -6.738 0.38
H -1.529 4.078 -6.192 0.34
H -1.108 4.087 -3.801 0.30
H -0.097 5.303 -4.640 0.45
H 0.630 4.207 -3.449 0.24

[2]
73
Properties=species:S:1:pos:R:3:mulliken_charge:R:1 method="wB97M-V/def2-TZVPD" e_tot_ha=-3187.41791 homo_ev=-9.22 fmax_ha_per_bohr=0.0819 smiles="C[C@H](O)COO[P@@](=O)(OCCCN)OC[C@H](C)Cl.COP(=O)(OC)OC.COP(=O)(OC)OC" spin_multiplicity=1 total_charge=0 mol_weight_g_mol=585.8
C 1.620 0.027 -0.264 -0.93
C 0.189 -0.531 0.135 0.87
O 0.363 -1.512 1.188 -0.57
C -0.576 -1.243 -1.044 -0.70
O -1.505 -0.370 -1.746 -0.25
O -2.478 -0.073 -0.780 -0.07
P -3.853 0.598 -1.475 0.77
O -4.423 -0.376 -2.484 -0.73
O -4.901 0.845 -0.177 -0.24
C -6.282 0.716 -0.609 -0.42
C -7.156 1.441 0.505 -0.60
C -8.306 0.541 1.077 -0.53
N -9.354 0.197 0.079 -0.59
O -3.569 2.044 -2.278 -0.33
C -3.355 3.145 -1.366 -0.52
C -2.047 3.029 -0.502 0.44
C -1.737 4.396 0.242 -1.32
Cl -0.562 2.643 -1.506 -0.11
H 2.206 0.100 0.687 0.33
H 1.578 1.074 -0.682 -0.03
H 2.056 -0.679 -1.015 0.28
H -0.370 0.316 0.607 0.00
H 0.608 -2.345 0.751 0.25
H 0.107 -1.774 -1.763 0.40
H -1.229 -2.058 -0.606 0.37
H -6.380 1.205 -1.616 0.37
H -6.567 -0.363 -0.743 0.34
H -7.564 2.413 0.116 0.29
H -6.471 1.688 1.369 0.28
H -7.931 -0.411 1.559 0.28
H -8.819 1.123 1.901 0.30
H -9.047 0.376 -0.876 0.25
H -9.562 -0.795 0.192 0.25
H -4.256 3.338 -0.712 0.25
H -3.243 4.084 -1.983 0.37
H -2.099 2.244 0.295 0.17
H -1.017 4.189 1.079 0.35
H -1.282 5.159 -0.438 0.32
H -2.687 4.765 0.717 0.38
C 3.947 3.619 -3.566 -0.70
O 3.769 2.866 -2.374 -0.12
P 3.941 3.570 -0.946 0.90
O 2.690 4.028 -0.321 -0.58
O 5.058 4.700 -1.158 -0.34
C 4.648 6.050 -1.365 -0.74
O 4.727 2.456 -0.117 -0.31
C 5.911 1.903 -0.683 -0.62
H 3.320 4.513 -3.564 0.33
H 4.998 3.893 -3.675 0.27
H 3.666 2.993 -4.411 0.25
H 3.631 6.230 -1.015 0.34
H 4.713 6.290 -2.428 0.29
H 5.326 6.704 -0.818 0.24
H 6.621 2.691 -0.946 0.29
H 5.670 1.316 -1.571 0.26
H 6.372 1.249 0.055 0.26
C 1.567 -7.470 2.847 -0.64
O 1.582 -6.050 2.805 -0.27
P 2.638 -5.285 1.876 1.04
O 2.127 -4.879 0.556 -0.72
O 3.941 -6.218 1.854 -0.31
C 4.150 -7.092 0.746 -0.75
O 3.092 -4.076 2.810 -0.24
C 3.531 -4.372 4.133 -0.60
H 1.486 -7.893 1.844 0.30
H 2.471 -7.835 3.339 0.27
H 0.706 -7.787 3.434 0.26
H 3.583 -6.786 -0.133 0.35
H 3.866 -8.108 1.026 0.28
H 5.211 -7.083 0.497 0.24
H 4.337 -5.108 4.119 0.28
H 2.700 -4.747 4.733 0.28
H 3.902 -3.453 4.584 0.24